1.
DFT (ωB97M-V/def2-TZVPD) results for the molecule C4H8O2.

Structure (XYZ):
```
14
Properties=species:S:1:pos:R:3:forces:R:3
O -1.778826 0.140427 -0.691224 -0.26 -0.17 -0.11
C -0.501179 -0.156588 -1.235279 0.42 -0.04 -0.14
C 0.518366 0.728580 -0.526401 -0.02 0.05 -0.05
C 1.004541 0.203534 0.837889 0.02 -0.07 0.02
C 0.003575 -0.615855 1.630167 0.12 -0.16 0.20
O 0.338100 -1.465376 2.424162 -0.09 0.30 -0.30
H -2.424591 -0.458186 -1.083907 0.02 0.10 0.07
H -0.489041 0.043066 -2.317273 0.00 0.01 0.20
H -0.244990 -1.219805 -1.095005 -0.07 0.14 -0.01
H 0.058756 1.717051 -0.424112 0.04 -0.10 0.01
H 1.389887 0.859809 -1.177136 -0.12 -0.03 0.09
H 1.897780 -0.421609 0.729470 -0.11 0.09 0.02
H 1.291935 1.048380 1.481492 -0.02 -0.16 -0.10
H -1.064312 -0.403428 1.447156 0.06 0.03 0.10
```
Positions in Å, forces in eV/Å.

## Properties
* strongest force on any atom: 0.4 eV/A
* structure (SMILES): O=CCCCO
* lowest unoccupied orbital energy: 0.801 eV
* Kohn-Sham gap: 10.342 eV
* energy above the lowest of the compared OMol25 structures with the same formula, charge and spin: 30.83 kcal/mol
* net charge: 0

***

2.
DFT (ωB97M-V/def2-TZVPD) results for a structure of composition C8H16O15S2V in a non-equilibrium geometry.

Structure (XYZ):
```
42
Properties=species:S:1:pos:R:3:forces:R:3
O 0.569391 -0.189404 -0.351462 0.05 0.10 0.22
V -0.644315 -0.962769 0.238077 -0.68 -0.90 -2.24
O 0.090601 -0.120126 -3.226436 0.10 0.71 0.29
C -0.776260 -1.173076 -3.123439 -0.59 -2.56 -0.63
O -0.950637 -1.855523 -4.163567 0.16 1.11 0.25
O -1.291545 -1.456525 -2.011276 0.41 1.14 1.67
H 0.312772 -0.128642 -4.165457 0.05 -0.01 0.06
O -3.576286 -3.864569 2.110525 0.53 0.16 1.16
C -2.974453 -3.148608 1.103209 -0.50 0.50 -3.70
O -2.219870 -2.172096 1.416655 0.80 0.30 0.90
O -3.286056 -3.457787 -0.052557 -0.01 -0.22 1.42
H -3.148965 -3.530044 2.915077 -0.21 -0.08 -0.12
O 1.847456 -4.650425 -0.028627 0.77 -0.64 0.77
C 0.768679 -3.868936 -0.313944 -3.32 0.94 -1.79
O 0.586384 -2.850144 0.448860 0.37 0.97 0.95
O 0.021400 -4.181932 -1.233127 1.45 -0.36 0.50
H 1.987749 -4.549327 0.922493 0.20 0.21 -0.20
O -3.266296 2.416286 0.927357 -0.07 -0.10 0.04
C -2.055217 1.865779 0.616441 2.36 -0.59 -0.28
O -1.000127 2.523012 0.693457 -1.37 0.23 0.27
O -2.135295 0.647884 0.250029 0.26 -0.86 0.25
H -3.832728 1.629800 0.853470 -0.14 0.31 -0.01
C 1.597598 3.173879 -0.917735 0.01 -0.78 -0.61
S 0.965234 4.083503 -2.343618 0.07 -0.01 -0.73
O 1.652298 3.597930 -3.591911 0.07 0.16 0.52
C -0.675182 3.369898 -2.400906 -0.90 -0.18 1.59
H 1.295629 2.128221 -1.002785 -0.43 0.04 0.18
H 1.205656 3.646441 -0.020951 0.07 -0.13 0.10
H 2.684583 3.118644 -0.989449 0.05 0.69 0.07
H -1.321703 3.820790 -1.636297 0.30 0.56 -0.08
H -0.692732 2.350512 -2.006409 0.36 -0.32 -0.88
H -1.155555 3.527543 -3.360500 0.40 -0.19 -0.23
C 1.861652 1.411939 2.619610 0.09 -0.06 -0.05
S 1.119766 -0.205962 3.017822 0.17 0.18 -0.21
O -0.062337 -0.426981 2.136175 -0.47 0.10 0.84
C 2.394986 -1.261808 2.352794 1.04 -0.06 -0.23
H 1.766354 1.615093 1.553467 -0.02 -0.16 -0.04
H 2.903070 1.388264 2.945418 0.05 -0.18 -0.16
H 1.390965 2.216616 3.181422 -0.42 -0.24 -0.03
H 3.393234 -1.006340 2.720554 -0.20 0.29 0.35
H 2.446586 -1.181840 1.266512 -0.48 -0.09 -0.02
H 2.203516 -2.289171 2.651028 -0.37 0.05 -0.17
```
Positions in Å, forces in eV/Å.

## Properties
* ⟨S²⟩: 0.772
* strongest force on any atom: 3.9 eV/A
* spin multiplicity: 2
* lowest unoccupied orbital energy (spin up / spin down): 3.642 / 3.642 eV
* Kohn-Sham gap (spin up / spin down): 6.045 / 6.058 eV
* energy above the lowest of the compared OMol25 structures with the same formula, charge and spin: 0.00 kcal/mol
* net charge: -2

***

3.
DFT (ωB97M-V/def2-TZVPD) results for a structure of composition C22H18IN6O6Ru.

Structure (XYZ):
```
54
Properties=species:S:1:pos:R:3:forces:R:3
Ru -0.079729 0.713417 -1.008595 -0.19 -0.11 -0.03
C -1.796004 -2.750317 -1.440076 -0.01 0.02 -0.01
C -2.478722 -1.444271 -1.261521 -0.04 0.04 0.01
N -1.918061 -0.251538 -1.066698 0.08 0.03 -0.05
C -2.944345 0.666529 -0.908117 0.22 -0.13 0.14
C -4.131749 0.025722 -1.003140 -0.13 -0.08 -0.13
N -3.810840 -1.287322 -1.227911 -0.01 -0.05 0.01
C -5.581724 0.401589 -0.944550 -0.07 0.13 0.24
O -5.872728 1.656886 -0.666143 0.11 -0.15 -0.04
O -6.386718 -0.466944 -1.123978 -0.01 -0.01 -0.08
C -2.573608 2.061748 -0.655978 0.24 0.27 -0.10
O -3.366640 2.944344 -0.473773 -0.09 0.02 0.11
O -1.242835 2.248208 -0.660083 -0.06 -0.12 0.21
H -0.721010 -2.627598 -1.347003 0.01 0.00 0.00
H -2.021520 -3.174213 -2.419218 0.00 0.01 -0.01
H -2.132950 -3.459196 -0.683576 -0.01 0.00 0.00
H -4.526074 -1.997805 -1.347047 0.00 0.01 0.01
H -5.073999 2.208473 -0.519163 -0.04 0.07 -0.09
O 0.993044 -0.229950 7.117215 -0.08 -0.03 -0.08
C 0.142395 0.210550 6.186355 0.14 0.04 0.04
O -0.854041 0.802007 6.478273 -0.08 -0.02 0.00
C 0.456528 -0.035591 4.731348 -0.06 0.03 -0.02
C 1.390442 -0.976999 4.261291 -0.05 0.02 0.08
C 1.608854 -1.139720 2.925484 -0.14 0.16 -0.15
C 0.872934 -0.339862 1.959017 0.06 -0.16 0.33
C -0.111553 0.588124 2.469367 0.07 -0.10 -0.10
C -0.306086 0.727464 3.799529 0.06 -0.05 0.14
N 1.042419 -0.429076 0.657649 0.12 0.01 -0.22
C 2.022037 -1.261530 0.082448 -0.22 0.15 0.05
C 1.990208 -1.442153 -1.300492 -0.09 0.03 0.04
C 2.891354 -2.281939 -1.987421 0.04 -0.05 -0.01
C 2.757961 -2.460073 -3.343637 0.04 -0.02 0.02
C 1.727115 -1.807345 -4.023304 -0.05 0.02 -0.03
C 0.880026 -0.977318 -3.311047 0.09 -0.07 0.07
N 1.006823 -0.783486 -1.993633 0.12 0.00 -0.32
H 1.791212 -0.633675 6.758287 0.02 0.02 0.00
H 1.937304 -1.607365 4.951582 0.00 0.01 0.00
H 2.319906 -1.876601 2.589448 0.02 -0.02 0.02
H -0.702293 1.164321 1.765134 0.04 0.00 -0.02
H -1.043798 1.410472 4.198555 0.00 0.01 0.01
H 2.792822 -1.730469 0.672641 0.03 0.02 0.02
H 3.671460 -2.781890 -1.429305 -0.01 -0.01 -0.01
H 3.441107 -3.105244 -3.879581 0.00 0.01 0.01
H 1.583686 -1.934333 -5.086559 0.00 0.01 0.00
H 0.075154 -0.446816 -3.806936 0.00 0.02 -0.01
I 4.619594 4.060123 -3.187763 0.07 0.02 -0.05
C 3.124731 3.314861 -1.999294 -0.01 0.06 -0.01
C 2.635806 3.860477 -0.821899 -0.03 0.05 0.09
N 1.662639 3.062547 -0.377772 -0.01 0.00 -0.07
N 1.476693 2.011364 -1.205625 0.00 0.16 -0.09
C 2.367601 2.173688 -2.201544 -0.02 -0.23 0.07
H 2.919835 4.755831 -0.292392 -0.01 -0.01 0.01
H 1.049547 3.210687 0.409641 -0.06 0.02 -0.04
H 2.425776 1.461202 -3.008484 0.00 0.00 0.02
```
Positions in Å, forces in eV/Å.

## Properties
* ⟨S²⟩: 8.820
* strongest force on any atom: 0.4 eV/A
* spin multiplicity: 6
* lowest unoccupied orbital energy (spin up / spin down): -5.983 / -9.430 eV
* Kohn-Sham gap (spin up / spin down): 7.526 / 4.947 eV
* net charge: +2

***

4.
DFT (ωB97M-V/def2-TZVPD) results for a structure of composition C20H32BN10Zn.

Structure (XYZ):
```
64
Properties=species:S:1:pos:R:3:forces:R:3
Zn -0.098845 -0.446896 0.802503 -0.21 0.26 0.16
C -1.065919 -2.726656 3.609668 0.00 0.01 -0.01
C -0.130703 -3.131417 2.520142 0.00 0.02 0.01
C 0.514588 -4.349577 2.313074 0.02 0.01 -0.04
C 1.261922 -4.188950 1.157624 -0.01 0.01 0.03
C 2.147153 -5.173614 0.472937 0.00 -0.01 0.00
N 1.068178 -2.935840 0.708964 -0.05 -0.06 0.03
N 0.209134 -2.286916 1.552108 -0.07 0.11 0.01
B 1.635822 -2.261736 -0.570552 0.00 0.10 -0.06
N 2.432686 -0.991834 -0.166890 0.15 -0.08 0.20
N 1.873233 -0.074183 0.672806 -0.04 -0.03 -0.29
C 2.792474 0.849504 0.934245 -0.05 0.04 0.00
C 2.507424 1.999298 1.839910 0.02 0.02 -0.01
C 3.971303 0.529490 0.260319 0.01 -0.02 0.04
C 3.706751 -0.646022 -0.420856 -0.01 0.02 -0.05
C 4.604318 -1.428754 -1.317180 0.01 -0.02 0.01
N 0.461452 -1.851150 -1.500758 -0.13 -0.20 -0.01
N -0.607630 -1.169245 -0.997765 0.25 0.16 -0.07
C -1.470336 -0.976061 -1.990910 0.00 0.05 0.03
C -2.758104 -0.256811 -1.772981 -0.01 0.01 -0.02
C -0.962752 -1.547065 -3.157808 -0.02 -0.04 0.02
C 0.260445 -2.093652 -2.807321 0.00 0.01 -0.01
C 1.242965 -2.812911 -3.666958 0.00 -0.01 0.00
H -1.225094 -3.551448 4.299949 0.00 0.00 0.00
H -2.036333 -2.436015 3.204001 0.00 0.00 0.00
H -0.664589 -1.885816 4.177411 0.00 0.00 0.01
H 0.449848 -5.234795 2.921311 0.00 -0.01 0.01
H 2.155006 -6.105068 1.034213 0.00 0.00 0.00
H 3.170579 -4.805380 0.403952 0.00 0.00 0.00
H 1.797967 -5.384946 -0.537745 0.00 0.00 0.00
H 2.353025 -3.016752 -1.141416 0.02 -0.03 -0.02
H 1.475157 1.970501 2.187495 -0.01 0.00 0.00
H 2.680493 2.947996 1.331292 -0.02 0.00 -0.01
H 3.156850 1.971402 2.715059 0.00 0.00 -0.01
H 4.900636 1.072200 0.272985 0.01 0.00 0.00
H 5.621817 -1.054497 -1.231565 0.00 0.01 -0.01
H 4.293992 -1.334099 -2.358588 0.00 -0.01 0.00
H 4.602233 -2.487476 -1.063329 0.01 0.00 0.01
H -2.818536 0.126872 -0.754848 0.00 0.00 0.01
H -3.606555 -0.922210 -1.933535 0.01 -0.01 0.00
H -2.857043 0.578035 -2.467070 0.01 0.01 0.01
H -1.426384 -1.574665 -4.128709 -0.01 0.00 -0.01
H 0.777112 -3.073404 -4.614557 0.01 0.01 -0.01
H 1.598495 -3.725997 -3.192667 -0.01 -0.01 -0.01
H 2.110225 -2.185143 -3.876678 0.01 -0.01 0.01
C -3.430556 4.856615 -1.246271 0.00 0.01 0.00
C -3.300897 5.117244 0.250993 0.01 0.01 -0.01
C -4.260450 4.246974 1.056494 0.02 -0.01 0.01
C -1.853978 4.974824 0.727370 0.00 0.05 -0.02
N -1.342359 3.607485 0.594765 -0.01 -0.09 -0.03
C -1.498890 2.551032 1.380952 -0.10 -0.30 0.27
N -0.915957 1.518763 0.809097 0.25 -0.09 -0.18
N -0.391351 1.985440 -0.359958 -0.08 0.01 0.09
N -0.646892 3.221255 -0.486903 0.02 0.13 -0.12
H -4.474496 4.920302 -1.551221 0.00 0.02 0.00
H -3.070660 3.859678 -1.510234 -0.03 -0.01 0.00
H -2.863091 5.581167 -1.830560 0.02 -0.01 0.00
H -3.545221 6.166070 0.443917 -0.01 -0.01 0.01
H -4.147861 3.189506 0.802012 0.00 0.00 0.01
H -5.291255 4.517847 0.833481 -0.01 -0.01 -0.01
H -4.116198 4.365028 2.132853 -0.01 0.01 0.01
H -1.752160 5.255147 1.775419 -0.01 -0.01 0.00
H -1.182688 5.592124 0.133420 0.00 0.01 0.02
H -2.019496 2.555202 2.323089 0.02 0.00 0.01
```
Positions in Å, forces in eV/Å.

## Properties
* strongest force on any atom: 0.4 eV/A
* lowest unoccupied orbital energy: -2.307 eV
* Kohn-Sham gap: 9.092 eV
* energy above the lowest of the compared OMol25 structures with the same formula, charge and spin: 9.18 kcal/mol
* net charge: +1

***

5.
DFT (ωB97M-V/def2-TZVPD) results for the molecule C7H11NO in a non-equilibrium geometry.

Structure (XYZ):
```
20
Properties=species:S:1:pos:R:3:forces:R:3
C -2.085859 -1.731638 -0.572391 2.16 0.33 -0.50
C 0.721241 -2.804496 0.729567 -1.15 -0.81 0.81
C 0.496858 -1.751918 0.015866 -1.06 4.09 -2.20
C -0.848993 -0.967419 -0.367603 1.95 -1.18 0.34
C 0.525817 2.242156 0.801056 -0.05 -0.36 -0.55
C -1.019615 0.521143 -0.076192 -1.97 0.16 -3.55
C 0.041788 1.531784 -0.436278 1.97 -1.03 -3.08
N -1.315140 -1.589452 -1.641811 0.29 0.66 -1.29
O -3.015900 -2.259550 -0.116436 -2.83 -1.17 0.97
H 1.669410 -3.204960 0.874601 1.70 -0.52 -0.14
H -0.041928 -3.366354 1.219226 -0.71 -0.02 0.40
H 1.295004 -1.250358 -0.585884 -0.21 -0.61 0.85
H 1.458368 2.797345 0.633023 -0.50 0.06 0.30
H 0.618009 1.498571 1.585455 0.46 0.10 0.30
H -0.347175 2.836343 1.034330 0.24 0.83 0.64
H -2.062335 0.865923 -0.387656 1.18 -0.65 0.14
H -1.039020 0.567525 0.917280 -0.50 -0.06 4.34
H 0.812495 0.860865 -0.948986 -0.18 1.23 0.77
H -0.173573 2.288733 -1.257319 -0.33 -0.99 1.02
H -1.245166 -1.305967 -2.617165 -0.46 -0.08 0.43
```
Positions in Å, forces in eV/Å.

## Properties
* strongest force on any atom: 4.8 eV/A
* structure (SMILES): C=C[C@@]1(CCC)NC1=O
* lowest unoccupied orbital energy: 0.894 eV
* Kohn-Sham gap: 10.312 eV
* energy above the lowest of the compared OMol25 structures with the same formula, charge and spin: 85.91 kcal/mol
* net charge: 0